# 1
Molecular formula: C21H22N5O2PdS2
Method: DFT, ωB97M-V with the def2-TZVPD basis set

Element x y z (Å)
Pd 0.90359 0.00461 -0.28548
S 3.03463 0.11212 -0.90276
C 3.29455 1.77649 -1.38696
C 4.60551 2.13222 -1.71452
C 4.93300 3.39457 -2.18371
C 6.29487 3.70214 -2.50681
N 7.39402 3.93262 -2.75788
C 3.91282 4.35002 -2.33176
C 2.61297 4.00954 -1.99459
C 2.26755 2.74369 -1.50573
S 0.61896 2.44443 -1.04163
C 4.19363 5.66849 -2.82029
N 4.40599 6.72593 -3.22154
H 5.38866 1.39343 -1.60193
H 1.82945 4.74720 -2.10607
C -3.25613 -0.01515 -1.54567
C -1.72350 -0.01087 -1.47008
N -1.27444 -0.24688 -0.07548
C -1.90925 0.73375 0.80619
C -3.43036 0.46280 0.86544
N -3.77074 -0.50817 -0.22429
C -3.15640 -1.85034 0.05924
C -1.67064 -1.60854 0.35065
H -3.60640 -0.70802 -2.30967
H -3.68066 0.97814 -1.69725
H -1.32415 0.94475 -1.80075
H -1.31178 -0.82143 -2.07091
H -1.69279 1.72896 0.41941
H -1.47532 0.64922 1.80068
H -4.02102 1.36390 0.70466
H -3.73091 -0.00291 1.80372
H -4.77913 -0.61320 -0.27983
H -3.27132 -2.44895 -0.84589
H -3.68653 -2.28451 0.90709
H -1.06725 -2.32433 -0.20072
H -1.47564 -1.68967 1.41424
O -2.45856 -2.92750 -2.60714
N -1.28659 -3.36955 -2.80109
O -0.37405 -2.70453 -2.29180
C 1.58314 -0.54101 1.61136
C 0.77253 -1.52870 2.34492
C -0.07842 -1.14777 3.39088
C -0.90291 -2.06768 4.02927
C -0.88619 -3.40241 3.65010
C -0.01542 -3.80644 2.63858
C 0.79778 -2.88874 2.00079
H 2.60244 -0.89855 1.48533
H 1.57873 0.43837 2.09205
H -0.08173 -0.11022 3.70977
H -1.55081 -1.74075 4.83519
H -1.52513 -4.12330 4.14476
H 0.01429 -4.84661 2.33686
H 1.43505 -3.20065 1.18109

Gap between HOMO and LUMO (spin up / spin down) in eV: 5.38 / 5.38
Energy in Ha: -2161.9019
Energy above the lowest of the compared OMol25 structures with the same formula, charge and spin in kJ/mol: 253.97
Net charge: -1
2S+1: 1

=====

# 2
Molecular formula: C21H22N6O2
Method: DFT, ωB97M-V with the def2-TZVPD basis set

Element x y z (Å)
C 2.43815 -2.28439 3.48175
C 1.28411 -3.03576 2.82633
N 0.38318 -2.13288 2.11458
C -0.40732 -1.32948 2.88583
O -0.51306 -1.51318 4.08189
C -1.03428 -0.11134 2.23089
C -0.03869 1.05626 2.35242
C 1.11396 0.88976 1.43688
N 2.38177 0.76555 1.75781
N 3.11813 0.68521 0.65436
C 2.30301 0.75889 -0.37759
C 2.50019 0.74860 -1.77375
C 1.39816 0.81891 -2.56098
C 0.09384 0.89252 -1.96290
N -1.00528 0.85020 -2.76205
C -2.32410 1.10676 -2.21401
C -2.55628 2.56027 -1.94481
C -2.83146 3.60116 -2.78530
C -2.87656 4.76198 -1.97616
C -2.62102 4.33904 -0.70891
O -2.42371 3.01301 -0.68215
N -0.09487 0.94404 -0.66844
N 1.00267 0.88264 0.08326
C 0.35770 -2.19995 0.71262
C 1.54514 -2.23942 -0.01462
C 1.51444 -2.34375 -1.39323
C 0.30680 -2.40721 -2.06658
C -0.87681 -2.39287 -1.34799
C -0.85472 -2.30599 0.03085
H 2.05524 -1.64463 4.27157
H 3.13985 -2.99282 3.91398
H 2.96056 -1.65629 2.76431
H 1.64927 -3.77777 2.11406
H 0.69903 -3.54360 3.59951
H -1.28091 -0.25093 1.18214
H -1.93619 0.13636 2.79145
H 0.33481 1.13240 3.37371
H -0.55767 1.98168 2.08799
H 3.50213 0.68730 -2.16475
H 1.47230 0.81342 -3.63716
H -0.86484 1.09646 -3.72954
H -3.06128 0.72893 -2.92544
H -2.39474 0.55952 -1.27259
H -2.99254 3.54855 -3.84308
H -3.07266 5.76413 -2.29707
H -2.55852 4.86583 0.22245
H 2.49244 -2.17130 0.49717
H 2.44384 -2.36733 -1.94306
H 0.28777 -2.47974 -3.14352
H -1.82323 -2.46652 -1.86304
H -1.77771 -2.34221 0.59091

Gap between HOMO and LUMO in eV: 8.60
Energy in Ha: -1292.4331
Energy above the lowest of the compared OMol25 structures with the same formula, charge and spin in kJ/mol: 280.32
2S+1: 1

=====

# 3
Molecular formula: C21H23BBrCoF4N2SeSi
Method: DFT, ωB97M-V with the def2-TZVPD basis set

Element x y z (Å)
Co -0.12658 1.28278 0.07084
C -0.14156 2.51572 5.27852
Si -0.21381 1.21750 3.97644
C 1.35784 0.25017 3.92400
C -1.65785 0.09197 4.24906
Se -0.50613 2.37688 2.05264
H -0.07964 2.07299 6.27832
H -1.03919 3.13725 5.22822
H 0.72896 3.15785 5.12550
H 1.62755 -0.10852 4.92345
H 2.17865 0.86101 3.54122
H 1.23763 -0.62209 3.27976
H -1.68678 -0.29958 5.27169
H -1.60301 -0.75461 3.55914
H -2.58911 0.62894 4.05780
N -0.54558 -0.49179 -0.42034
C -0.17013 -1.62203 -0.82830
C 1.26591 -1.99537 -0.72789
C 1.85385 -2.76844 -1.72472
C 3.21343 -3.03031 -1.67312
C 3.97776 -2.52736 -0.62809
C 3.38719 -1.76455 0.37087
C 2.03095 -1.49834 0.32077
C -1.18105 -2.55128 -1.40964
C -1.10878 -3.91530 -1.14915
C -2.07748 -4.76429 -1.66238
C -3.10460 -4.25463 -2.44723
C -3.17195 -2.89193 -2.71141
C -2.21462 -2.03745 -2.18705
H 1.25771 -3.13630 -2.55037
H 3.67960 -3.61136 -2.45804
H 5.04232 -2.72113 -0.59774
H 3.98470 -1.36084 1.17691
H 1.56273 -0.90174 1.09047
H -0.30189 -4.30536 -0.54184
H -2.02823 -5.82488 -1.45290
H -3.85396 -4.92144 -2.85555
H -3.96807 -2.49543 -3.32788
H -2.25309 -0.97365 -2.38612
F 4.03775 1.19515 -0.72555
B 2.90651 1.36940 -1.48120
F 1.75564 1.44892 -0.50001
F 2.89064 2.57895 -2.17583
F 2.61368 0.29385 -2.30397
Br -2.62322 6.29922 -3.57062
C -1.94038 4.82528 -2.63182
C -0.60683 4.49235 -2.74690
C -0.14188 3.40207 -2.03149
N -0.94339 2.67060 -1.24652
C -2.23395 3.00940 -1.14589
C -2.77992 4.07885 -1.82328
H 0.07045 5.05936 -3.36796
H 0.89719 3.10982 -2.08340
H -2.83974 2.40059 -0.48704
H -3.82623 4.32309 -1.71434

Gap between HOMO and LUMO (spin up / spin down) in eV: 7.95 / 6.40
Energy in Ha: -7995.8508
Energy above the lowest of the compared OMol25 structures with the same formula, charge and spin in kJ/mol: 2.40
Expectation value of S²: 6.02
2S+1: 5

=====

# 4
Molecular formula: C21H23BMoN9O2S4
Method: DFT, ωB97M-V with the def2-TZVPD basis set

Element x y z (Å)
Mo 0.13064 -0.05216 0.13390
C -3.09075 -2.44748 0.98644
N -1.75415 -2.77695 1.39976
C -1.25268 -4.02141 1.51076
C 0.01706 -3.91061 2.03893
N 0.27917 -2.60883 2.25581
B 1.44080 -2.13022 3.16353
N 2.05884 -0.78997 2.69970
C 2.67832 0.05922 3.53166
C 3.33975 1.01118 2.77895
N 3.10649 0.74505 1.48366
C 3.70225 1.45369 0.38019
C 2.27256 -0.35663 1.42188
S 2.12866 -1.42302 0.05289
C -0.79002 -1.89639 1.81215
S -1.09329 -0.23940 2.19511
H -3.33655 -2.95375 0.05291
H -3.20305 -1.36767 0.86925
H -3.80092 -2.78117 1.74764
H -1.80674 -4.90045 1.24056
H 0.72508 -4.68304 2.27241
H 2.31039 -2.93342 3.13112
H 0.99354 -1.98437 4.24947
H 2.64532 -0.05618 4.59867
H 3.94268 1.83943 3.10310
H 3.64256 2.53191 0.54212
H 3.20906 1.18343 -0.55389
H 4.76028 1.18812 0.29530
S -1.87976 0.76376 -1.05134
C -1.83047 -0.66687 -2.03041
S -0.63247 -1.77765 -1.43498
C -2.61335 -0.89738 -3.13107
C -3.55256 0.06392 -3.56950
N -4.29332 0.87317 -3.89707
C -2.48153 -2.10655 -3.85511
N -2.32865 -3.09655 -4.40865
O -0.47807 4.32818 -3.06387
C -0.45809 5.50227 -2.28707
N 0.90361 5.81267 -1.90666
C 1.58661 5.17309 -0.95730
O 2.79174 5.14976 -0.83469
C 0.86182 4.35169 0.09678
C 0.98528 4.72640 1.43373
C 0.66980 3.78820 2.40278
C 0.36139 2.49408 2.01745
N 0.23599 2.12291 0.73317
C 0.40552 3.07301 -0.19935
H -0.42683 4.56143 -3.99962
H -1.05497 5.30872 -1.39021
H -0.87745 6.35903 -2.81772
H 1.46838 6.35929 -2.54941
H 1.32005 5.71998 1.69454
H 0.69487 4.03834 3.45116
H 0.19378 1.75206 2.78982
H 0.16526 2.83338 -1.22903
C 1.75284 1.14359 -3.98022
C 1.36172 0.90882 -2.65638
N 1.03723 0.73092 -1.55911
H 2.54678 0.45351 -4.28382
H 2.12217 2.16787 -4.08560
H 0.90462 1.00618 -4.65770

Gap between HOMO and LUMO (spin up / spin down) in eV: 4.99 / 4.99
Energy in Ha: -3142.1637
Energy above the lowest of the compared OMol25 structures with the same formula, charge and spin in kJ/mol: 75.05
Net charge: +3
2S+1: 1

=====

# 5
Molecular formula: C21H23BiIN3O5SSe2
Method: DFT, ωB97M-V with the def2-TZVPD basis set

Element x y z (Å)
Bi 1.22263 -0.51264 -1.71181
C 2.77175 3.65566 -0.00405
C 2.00349 3.62394 -1.29092
C 2.61601 3.95310 -2.49891
C 1.90570 3.79979 -3.67139
C 0.60890 3.31820 -3.61009
C 0.07228 3.03016 -2.36261
N 0.74961 3.19227 -1.22834
C -1.28023 2.40335 -2.25267
C -2.26673 2.64386 -3.20687
C -3.44903 1.93380 -3.12419
C -3.60428 1.01404 -2.10206
C -2.57032 0.86039 -1.18298
N -1.44298 1.54988 -1.25444
C -2.69380 -0.12459 -0.06779
C -3.33074 -1.33361 -0.29560
C -3.39013 -2.25365 0.73524
C -2.83097 -1.92346 1.95033
C -2.23257 -0.67472 2.09222
C -1.62853 -0.30183 3.43070
N -2.15823 0.20716 1.10832
H 3.42724 4.52621 0.05709
H 3.37948 2.74830 0.04373
H 2.08157 3.64895 0.83666
H 3.65087 4.26870 -2.50899
H 2.37071 3.99646 -4.62959
H 0.06206 3.08753 -4.51155
H -2.10556 3.35987 -3.99884
H -4.23540 2.08457 -3.85418
H -4.51139 0.43405 -2.00663
H -3.67976 -1.59046 -1.28474
H -3.80778 -3.23728 0.56646
H -2.80455 -2.63522 2.76639
H -1.14761 -1.20165 3.83805
H -2.43681 -0.03157 4.11878
H -0.19537 0.69421 2.60764
Se 3.60362 0.28361 -2.00782
O -0.74484 0.78747 3.40266
S 2.02801 -0.77776 2.03526
C 2.25477 -1.18141 3.79661
C 1.75072 -2.60940 3.96565
C 2.23813 -3.37510 2.73917
C 1.87314 -2.53387 1.52042
H 1.71182 -0.45983 4.40603
H 3.31738 -1.12650 4.04587
H 0.65794 -2.60878 3.97524
H 2.09669 -3.05050 4.90533
H 1.78076 -4.36193 2.65343
H 3.32199 -3.51142 2.79644
H 0.85440 -2.71759 1.18213
H 2.53205 -2.71550 0.67364
I 0.20898 -0.36604 -4.39921
O 0.76373 -4.84415 -0.46423
Se 0.22861 -3.64218 -1.43716
O -0.65566 -2.52129 -0.60128
O 1.60094 -2.70999 -1.90849
O -0.54273 -4.17159 -2.77202

Gap between HOMO and LUMO in eV: 5.90
Energy in Ha: -7067.9405
Energy above the lowest of the compared OMol25 structures with the same formula, charge and spin in kJ/mol: 30.04
Net charge: -2
2S+1: 1

=====

# 6
Molecular formula: C21H23Cl2NO6
Method: DFT, ωB97M-V with the def2-TZVPD basis set

Element x y z (Å)
C 1.47629 -4.69593 -0.18757
O 2.66382 -3.93906 -0.09887
C 2.62700 -2.59435 0.10868
C 3.81736 -1.93712 -0.18527
C 3.95814 -0.57391 -0.01801
C 2.89074 0.17479 0.44770
C 3.00190 1.67451 0.56748
N 2.38634 2.20254 1.76868
C 1.23786 2.89318 1.73895
O 0.63787 3.17955 0.72335
C 0.72943 3.36392 3.11276
O -0.68984 3.39855 3.09152
C -1.26561 2.22842 2.80360
O -0.64006 1.20306 2.69562
C -2.75838 2.34992 2.63042
C -3.17381 1.65417 1.33340
C -2.67863 2.41913 0.09906
O -2.89025 1.64138 -1.06669
C -1.92138 0.77890 -1.47485
C -0.55599 1.05451 -1.46684
C 0.35612 0.14151 -1.96437
C -0.08522 -1.06985 -2.46931
Cl 1.06026 -2.21796 -3.05819
C -1.43737 -1.37120 -2.50188
C -2.34131 -0.44731 -2.00938
Cl -4.02591 -0.80679 -2.04244
C 1.69912 -0.46799 0.76065
C 1.54557 -1.83963 0.60697
O 0.38986 -2.49896 0.92522
C -0.74178 -1.74474 1.29045
H 0.97947 -4.78843 0.77998
H 1.79399 -5.68064 -0.53094
H 0.78116 -4.26605 -0.91160
H 4.63319 -2.53587 -0.55756
H 4.89418 -0.09650 -0.26591
H 4.05480 1.97252 0.54989
H 2.48804 2.15611 -0.27098
H 2.76404 1.88766 2.64795
H 1.04940 4.39122 3.29522
H 1.07984 2.70369 3.91256
H -3.03577 3.40319 2.62754
H -3.23848 1.85471 3.47690
H -2.74073 0.65083 1.32102
H -4.25885 1.55638 1.28691
H -3.26485 3.33068 -0.04507
H -1.62788 2.69392 0.22002
H -0.19383 1.98869 -1.06736
H 1.40961 0.36865 -1.95958
H -1.78617 -2.31152 -2.89652
H 0.87870 0.11952 1.13892
H -1.53327 -2.47553 1.45257
H -0.57488 -1.17542 2.20826
H -1.03640 -1.06197 0.48780

Gap between HOMO and LUMO in eV: 8.45
Energy in Ha: -2240.6249
Energy above the lowest of the compared OMol25 structures with the same formula, charge and spin in kJ/mol: 114.29
2S+1: 1

=====

# 7
Molecular formula: C21H23ClN4O2
Method: DFT, ωB97M-V with the def2-TZVPD basis set

Element x y z (Å)
C 6.21962 -4.32639 -0.40084
O 5.58867 -3.89837 -1.58239
C 4.33653 -3.36750 -1.49584
C 3.75789 -2.97176 -2.70458
C 2.49664 -2.42174 -2.72879
C 1.76704 -2.25635 -1.55238
C 0.39924 -1.62584 -1.58302
C 0.53625 -0.14639 -2.04316
N 0.45764 0.77817 -0.94230
C -0.70524 1.37847 -0.58119
O -1.73048 1.27007 -1.23497
C -0.61242 2.18199 0.65053
C -1.71463 2.78274 1.12303
C -1.82612 3.58316 2.29627
C -0.89314 4.00477 3.25155
Cl 0.76408 3.66164 3.28842
N -1.44263 4.75727 4.20672
C -2.73065 4.84066 3.89934
C -3.76233 5.50648 4.56867
C -5.02937 5.44507 4.05586
C -5.27840 4.72138 2.87301
C -4.26488 4.07748 2.22963
N -3.01055 4.13487 2.73282
N -0.52977 -2.32827 -2.47078
C -0.41710 -3.77193 -2.39322
C -1.90270 -1.94223 -2.19467
C 2.34659 -2.65074 -0.35892
C 3.61915 -3.20015 -0.31906
H 5.65247 -5.12238 0.09292
H 7.18949 -4.71439 -0.70814
H 6.36805 -3.49790 0.29964
H 4.32530 -3.10954 -3.61143
H 2.05255 -2.12657 -3.66744
H -0.00175 -1.62002 -0.54995
H -0.27310 0.09917 -2.73125
H 1.48866 -0.00338 -2.55750
H 1.24874 0.82666 -0.32033
H 0.34334 2.25642 1.14240
H -2.62017 2.63692 0.54603
H -3.52238 6.04585 5.46901
H -5.84471 5.94755 4.55103
H -6.27656 4.67325 2.47003
H -4.41390 3.51303 1.32267
H -0.62286 -4.16000 -1.38230
H -1.14025 -4.20750 -3.08133
H 0.57858 -4.09088 -2.69136
H -2.26213 -2.36075 -1.24067
H -2.53723 -2.31534 -2.99749
H -2.00456 -0.86124 -2.14530
H 1.80152 -2.53236 0.56753
H 4.03199 -3.49316 0.63347

Gap between HOMO and LUMO in eV: 8.05
Energy in Ha: -1643.7167
Energy above the lowest of the compared OMol25 structures with the same formula, charge and spin in kJ/mol: 308.23
2S+1: 1

=====

# 8
Molecular formula: C21H23ClO2PSZr
Method: DFT, ωB97M-V with the def2-TZVPD basis set

Element x y z (Å)
Zr 0.05308 -0.74616 2.04671
Cl -1.07573 -2.83012 1.97951
C 2.14298 -1.02928 1.61414
O 3.27218 -1.18675 1.32898
P 0.00084 -0.11551 -0.48787
C 0.60345 1.47026 -1.17195
C 1.01581 -1.35804 -1.37433
C -1.63382 -0.34890 -1.26748
C 0.48633 -2.62363 -1.66878
C 1.31276 -3.59153 -2.23991
C 2.66986 -3.32469 -2.46169
C 3.20142 -2.07595 -2.11418
C 2.37714 -1.10685 -1.55427
H -0.55549 -2.85194 -1.43285
H 0.88979 -4.55892 -2.51607
H 3.31088 -4.08313 -2.91334
H 4.25702 -1.86018 -2.28523
H 2.78250 -0.14801 -1.23759
C 1.44620 2.30541 -0.41952
C 1.92716 3.49380 -0.96737
C 1.57191 3.86194 -2.26826
C 0.73371 3.03422 -3.02311
C 0.23972 1.85649 -2.46828
H 1.71908 2.04203 0.60126
H 2.58393 4.12696 -0.36796
H 1.95133 4.78814 -2.69534
H 0.44997 3.28673 -4.04515
H -0.43947 1.24338 -3.05284
C -1.72591 -0.68634 -2.62566
C -2.96694 -0.85791 -3.23363
C -4.12552 -0.77435 -2.45331
C -4.03963 -0.46195 -1.08848
C -2.80142 -0.20382 -0.49646
H -0.81677 -0.81565 -3.21476
H -3.00975 -1.06382 -4.30375
H -5.09691 -0.95002 -2.90933
H -4.94356 -0.40736 -0.47498
H -2.74385 0.08757 0.56198
H 0.52474 1.07012 1.90162
H -0.40652 1.09800 1.92004
C -0.22640 -0.47649 6.06507
S -0.04921 0.30306 4.45895
C -1.20302 1.67380 4.68481
O 1.35699 0.85870 4.34417
H -1.29395 -0.68373 6.21767
H 0.16961 0.18406 6.85172
H 0.34374 -1.41760 6.05651
H -0.92535 2.18556 5.60921
H -1.08078 2.35186 3.83608
H -2.23411 1.31654 4.75531

Gap between HOMO and LUMO (spin up / spin down) in eV: 3.69 / 3.71
Energy in Ha: -2210.0921
Net charge: +3
2S+1: 1

=====

In order of appearance, molecular weight = 546.994 390.447 636.116 668.496 923.302 456.322 398.894 497.131 g mol⁻¹.